# C10H10OS2

A structure of composition C10H10OS2 at a distorted geometry (ωB97M-V with the def2-TZVPD basis set, the OMol25 dataset).

Results
HOMO level (spin up / spin down) ... -0.3273 / -0.2597 hartree
Kohn-Sham gap (spin up / spin down) ... 8.11 / 5.14 eV
Charge ... 0
Energy relative to the best compared isomer or geometry (same formula, charge and spin) ... 1.958 eV

The geometry in XYZ format:
```
23
Properties=species:S:1:pos:R:3:forces:R:3:nbo_charge:R:1
C -2.63224 2.07067 1.90766 -1.159 0.813 -0.237 -0.20
C -2.89526 0.71217 2.26997 -0.217 0.614 -1.240 -0.21
C -1.64321 2.45667 0.90872 -1.079 -3.227 2.287 -0.24
C -2.19820 -0.35103 1.67592 -0.252 1.089 0.285 -0.21
C -0.90188 1.38302 0.49592 0.022 -0.184 -0.829 0.05
C -1.20719 0.02990 0.81363 0.955 1.533 0.712 -0.12
C 2.47350 -1.40396 -0.66856 -0.114 -1.769 0.697 -0.63
C 1.40535 -1.96507 -1.57373 -1.057 -0.378 1.064 -0.50
C 0.19502 0.94498 -0.53135 -2.677 -0.545 -0.279 0.04
C -0.15875 -0.46797 0.03358 0.173 -1.433 -1.314 -0.19
O 1.45028 1.46934 -0.48001 -0.181 -0.129 -3.914 -0.70
S 3.88120 -0.66913 -1.55685 -0.727 -0.664 0.891 0.13
S -0.27632 -1.99449 -0.80739 0.994 0.545 0.572 0.28
H -3.37113 2.86350 2.30599 1.444 -1.341 -0.630 0.22
H -3.81542 0.44879 2.79299 0.441 0.436 0.423 0.22
H -1.52383 3.40417 0.52234 0.168 2.046 -0.418 0.22
H -2.37153 -1.38130 1.85163 -0.486 -0.732 0.362 0.22
H 1.95902 -0.63295 -0.11854 0.388 0.720 0.220 0.27
H 2.58577 -2.20278 0.13697 1.015 1.031 -0.857 0.23
H 1.29703 -1.34530 -2.39028 -0.111 1.198 -2.018 0.21
H 1.50623 -2.97664 -1.89159 0.628 -0.726 -0.326 0.22
H -0.24673 0.93300 -1.59513 1.138 0.585 1.286 0.19
H 1.78405 1.65628 0.34349 0.694 0.517 3.265 0.48
```
Positions in Å, forces in eV/Å.

# C10H10S

The molecule C10H10S at a distorted geometry (ωB97M-V with the def2-TZVPD basis set, the OMol25 dataset).

Results
HOMO level ... -0.3171 hartree
Kohn-Sham gap ... 9.47 eV
Charge ... 0
Energy relative to the best compared isomer or geometry (same formula, charge and spin) ... 1.617 eV
Structure (SMILES) ... C#C[C@@H](C)c1ccccc1S

The geometry in XYZ format:
```
21
Properties=species:S:1:pos:R:3:forces:R:3:nbo_charge:R:1
C -1.40779 1.00925 -2.13491 0.284 0.372 -2.136 -0.20
C -1.46726 2.31589 -1.62760 -0.673 -1.829 -0.054 -0.22
C -0.82979 -0.05664 -1.46676 -1.503 0.887 -2.311 -0.19
C -1.00733 2.44298 -0.35336 0.499 1.249 1.097 -0.21
C -0.35690 0.11229 -0.19079 -0.512 -1.543 -0.294 -0.03
C -0.48706 1.35301 0.35751 0.837 1.420 1.070 -0.14
C 1.37410 -1.57141 -0.22774 -0.874 1.071 -0.260 0.01
C 2.50759 -1.40904 -0.54554 3.646 -1.348 -0.653 -0.25
C 0.07929 -1.24279 0.31303 -0.275 0.041 1.186 -0.32
C 0.18059 -1.53796 1.81689 -0.716 -2.139 -0.445 -0.60
S 0.15541 1.84704 1.96850 -3.076 1.500 0.053 0.02
H -1.67711 0.88737 -3.21147 -0.116 -0.150 1.053 0.21
H -2.01917 3.04914 -2.18601 0.324 0.531 -0.027 0.22
H -0.88125 -1.01823 -2.01755 0.448 0.562 0.777 0.22
H -0.92265 3.42472 0.15701 -0.359 -0.696 -0.462 0.22
H 1.19684 1.19161 1.86774 3.164 -1.882 -0.129 0.10
H 3.58329 -1.64327 -0.71074 -1.571 0.698 0.031 0.25
H -0.68325 -1.91494 -0.08083 0.161 -0.084 -0.005 0.23
H 1.12255 -2.06669 1.91258 0.137 0.131 0.692 0.22
H -0.59072 -2.32615 1.96100 0.344 0.685 0.646 0.21
H 0.08970 -0.74878 2.52845 -0.168 0.524 0.170 0.23
```
Positions in Å, forces in eV/Å.

# C10H11AuF9NOPS2

A structure of composition C10H11AuF9NOPS2 at a distorted geometry (ωB97M-V with the def2-TZVPD basis set, the OMol25 dataset).

Results
HOMO level (spin up / spin down) ... -0.6185 / -0.6173 hartree
Kohn-Sham gap (spin up / spin down) ... 5.16 / 4.60 eV
Charge ... +2
Energy relative to the best compared isomer or geometry (same formula, charge and spin) ... 1.006 eV
Spin multiplicity ... 2
Expectation value of S² ... 0.782

The geometry in XYZ format:
```
36
Properties=species:S:1:pos:R:3:forces:R:3:mulliken_spin:R:1
Au 0.09082 0.18373 1.49963 1.296 -0.913 -2.826 -0.01
F -0.96546 -3.67309 -2.00885 -0.069 0.041 0.028 0.01
C -1.87300 -2.73075 -2.27841 0.078 -0.080 -0.245 0.02
F -1.26065 -1.77116 -2.99806 -0.076 -0.034 0.092 0.00
F -2.85806 -3.24264 -2.98122 0.002 0.024 0.071 0.00
C -2.35953 -2.13104 -0.96966 -0.114 0.048 0.057 0.10
C -3.64955 -2.27839 -0.48333 0.039 0.000 -0.027 -0.04
C -3.98484 -1.70935 0.74263 -0.022 -0.091 -0.214 0.20
C -3.00949 -1.00851 1.49367 0.064 0.163 0.309 0.10
N -1.80139 -0.87931 1.00403 0.821 0.357 0.869 0.02
C -1.45585 -1.38460 -0.18856 0.186 -0.195 -0.508 0.05
S 0.15249 -0.93664 -0.57298 -0.505 0.601 1.301 0.53
H -4.38673 -2.82140 -1.06228 0.005 -0.013 0.017 0.01
H -4.99066 -1.78366 1.13631 0.011 -0.035 0.017 0.00
H -3.21782 -0.56366 2.46187 0.050 0.022 -0.016 0.02
O 1.86935 1.35256 0.75137 -2.371 -0.588 2.332 0.01
S 3.09612 1.75120 -0.01648 1.296 0.203 -1.286 0.00
C 2.55776 2.35000 -1.67159 0.081 -0.680 0.567 0.00
C 2.56520 1.09827 -2.53011 0.276 0.119 -0.493 0.00
C 3.85002 0.34618 -2.18172 -0.275 -0.305 -0.309 0.00
C 3.90258 0.21408 -0.66763 -0.062 0.554 -0.026 0.00
H 3.30305 3.07795 -1.99683 0.043 0.022 0.097 0.00
H 1.59591 2.84127 -1.53548 0.030 0.079 0.069 0.00
H 2.55290 1.35648 -3.58978 -0.110 -0.001 0.031 0.00
H 1.68284 0.48253 -2.33475 0.005 0.027 -0.005 0.01
H 4.72031 0.87896 -2.56489 -0.006 0.063 0.080 0.00
H 3.85252 -0.63918 -2.65090 0.101 -0.008 0.072 0.00
H 4.90803 0.14441 -0.25834 -0.046 0.032 0.111 0.00
H 3.29444 -0.60288 -0.27686 -0.016 0.013 0.070 0.00
F 0.21427 0.80908 3.49643 0.232 -0.314 -0.637 -0.01
P -1.23808 1.80315 3.90552 -0.266 1.073 0.627 0.00
F -2.54299 2.62358 4.11071 0.065 -0.162 -0.106 0.00
F -1.91648 0.39813 4.24468 -0.057 -0.107 -0.112 0.00
F -0.66124 1.95654 5.34551 -0.028 -0.202 -0.257 0.00
F -0.38875 3.01939 3.34717 -0.152 -0.251 -0.016 0.00
F -1.64805 1.46877 2.27919 -0.505 0.537 0.264 0.00
```
Positions in Å, forces in eV/Å.

# C10H11BBeN4O3

A structure of composition C10H11BBeN4O3 at a distorted geometry (ωB97M-V with the def2-TZVPD basis set, the OMol25 dataset).

Results
HOMO level ... -0.5812 hartree
Kohn-Sham gap ... 3.20 eV
Charge ... +2

The geometry in XYZ format:
```
30
Properties=species:S:1:pos:R:3:forces:R:3:nbo_charge:R:1
C 1.40883 -0.24636 2.13363 0.419 0.409 0.113 -0.69
C 1.92081 0.16962 0.80448 -0.135 0.257 -0.406 0.22
C 2.90506 -0.63973 0.16943 -0.682 0.707 0.295 -0.20
C 3.34317 -0.27420 -1.06387 0.628 -0.556 -0.457 -0.15
C 2.87020 0.90019 -1.72598 -0.417 -0.165 -0.227 -0.01
C 1.90025 1.71351 -1.11993 0.145 -0.367 -0.014 -0.23
C 1.43030 1.35601 0.11402 -0.157 0.161 1.000 0.02
C 0.33466 2.17106 0.78913 0.230 -0.549 -0.087 -0.48
C -0.91682 1.33356 0.60613 1.286 1.763 0.250 0.35
N -1.58264 0.93804 1.71101 -1.075 -0.786 -0.444 -0.09
N -2.62431 0.17920 1.51854 0.990 0.869 -0.103 -0.08
C -2.92069 -0.13802 0.23725 -1.959 -1.111 0.041 0.64
O -3.97127 -0.94648 0.08357 1.186 0.203 -0.611 -0.62
B -3.55255 -2.21885 -0.41957 -0.457 -1.210 0.042 1.28
O -2.57963 -2.84625 0.29813 0.326 0.947 -0.294 -0.88
O -4.07507 -2.78226 -1.56378 0.693 0.760 0.436 -0.88
N -2.28466 0.28627 -0.84391 0.865 -0.117 -0.721 -0.40
N -1.22208 1.06971 -0.64167 -0.333 -0.727 -0.291 -0.27
H 2.16527 -0.86351 2.62184 -0.341 -0.229 -0.014 0.27
H 0.45484 -0.78996 2.04094 0.203 -0.124 0.047 0.27
H 1.20664 0.59918 2.79771 -0.062 -0.033 -0.129 0.27
H 3.25558 -1.52017 0.69437 0.120 0.023 -0.199 0.26
H 4.07704 -0.91749 -1.54137 -0.038 0.282 -0.164 0.26
H 3.22842 1.16789 -2.71547 0.187 -0.126 0.156 0.25
H 1.52493 2.59278 -1.63053 0.117 0.012 0.094 0.25
H 0.22925 3.15891 0.33713 -0.080 -0.160 -0.119 0.27
H 0.55638 2.32704 1.84467 -0.223 -0.055 -0.037 0.27
H -2.05568 -3.43512 -0.25817 -0.343 -0.539 0.293 0.51
H -3.68510 -2.33701 -2.32408 -0.715 -0.181 -0.407 0.49
Be -1.34115 -0.00752 -2.95366 -0.379 0.639 1.956 1.09
```
Positions in Å, forces in eV/Å.

# C10H11BN5O7P

A cluster of 2 separate species, C10H11BN5O7P in total at a distorted geometry (ωB97M-V with the def2-TZVPD basis set, the OMol25 dataset).

Results
HOMO level ... -0.3612 hartree
Kohn-Sham gap ... 8.27 eV
Charge ... 0
Structure (SMILES) ... N#C[C@H](OB(O)O)[C@@](C#N)(ON=O)[PH2]=N.O=[N+]([O-])c1ccccc1

The geometry in XYZ format:
```
35
Properties=species:S:1:pos:R:3:forces:R:3:nbo_charge:R:1
N 3.47071 -1.71842 1.42218 -3.223 11.925 2.810 -0.21
C 3.14254 -0.48045 1.72519 2.540 -8.710 -1.665 0.16
C 2.83941 1.04963 2.23787 1.198 -0.512 -0.132 0.02
O 2.01988 1.14760 3.45595 0.297 -2.604 -2.249 -0.73
B 1.15800 -0.03414 3.65289 -2.645 -1.391 0.291 1.35
O -0.23594 0.05065 3.09592 3.510 2.221 1.945 -0.90
O 1.50507 -1.26882 4.38188 -0.877 3.332 -0.332 -0.94
C 2.23837 1.91586 0.95285 -2.607 -1.207 0.359 -0.11
C 0.91572 1.16883 0.25152 -5.299 -7.303 -0.927 0.23
N 0.03584 0.25116 -0.07961 8.504 8.941 3.106 -0.26
O 1.70080 3.20401 1.48794 -0.115 -3.553 -1.457 -0.36
N 2.69325 4.08005 1.72243 -2.223 5.511 -1.300 0.36
O 2.17091 5.18460 1.48660 2.938 -3.397 1.540 -0.25
P 3.50130 2.14889 -0.47458 2.905 0.855 0.558 1.23
N 4.97652 2.61397 -0.00142 -2.370 -0.682 0.832 -1.24
H 3.90145 1.51575 2.52076 -2.376 -1.048 -0.791 0.28
H -0.41221 1.05261 3.06707 0.198 -2.148 -0.352 0.49
H 1.02115 -1.34050 5.25625 0.604 0.088 -1.721 0.52
H 2.94711 3.14710 -1.37294 -0.352 -1.052 0.502 -0.01
H 3.56517 0.87997 -1.17109 -0.764 0.782 0.330 0.00
H 4.95836 2.71232 1.03741 0.436 0.098 -1.095 0.37
C -3.37513 -0.94081 -0.85741 -0.011 -0.090 -0.143 -0.18
C -2.29808 -0.89647 -1.74406 -0.296 -0.150 -0.231 -0.21
C -2.33494 -1.63639 -2.92751 -0.162 -0.044 0.025 -0.18
C -3.46249 -2.41733 -3.21654 0.053 0.527 0.839 0.02
C -4.54187 -2.46972 -2.32455 0.042 0.020 -0.030 -0.19
C -4.49230 -1.72762 -1.14281 0.326 0.014 -0.269 -0.21
N -3.51810 -3.17740 -4.47100 -0.036 -0.716 -1.174 0.52
O -2.53533 -3.12008 -5.22504 -1.456 -0.105 1.085 -0.38
O -4.54565 -3.82921 -4.70619 1.498 0.922 0.311 -0.37
H -3.34419 -0.35773 0.06142 0.024 -0.129 -0.176 0.22
H -1.43027 -0.28207 -1.51392 -0.406 -0.314 -0.191 0.24
H -1.48755 -1.59109 -3.60813 -0.333 -0.146 0.033 0.25
H -5.42104 -3.07549 -2.53397 0.327 0.101 -0.145 0.25
H -5.32646 -1.75926 -0.44537 0.149 -0.038 -0.187 0.22
```
Positions in Å, forces in eV/Å.